# 1
C3H11NO3 | ωB97M-V with the def2-TZVPD basis set

Atoms and positions in Å:
C -0.42 -1.31 -0.96
C -0.13 0.11 -1.43
N -1.03 1.09 -0.83
C 1.32 0.48 -1.17
O 2.22 0.01 -1.81
H -1.30 -1.72 -1.47
H -0.70 -1.30 0.09
H 0.38 -2.01 -1.14
H -0.26 0.21 -2.51
H -1.44 0.77 0.04
H -1.78 1.37 -1.44
H 1.53 1.24 -0.41
O -0.87 1.18 2.35
H -1.23 2.00 2.69
H -0.47 1.33 1.49
O 1.67 -0.93 1.99
H 0.75 -1.07 1.72
H 1.76 -1.46 2.79

**Energy relative to the best compared isomer or geometry (same formula, charge and spin)**: 37.3 kcal per mole
**LUMO level**: 0.647 eV
**Energy**: -401.3535 Eh
**Molecular weight**: 109.1 g mol⁻¹
**Structure (SMILES)**: C[C@@H](N)C=O.O.O
**E_HOMO**: -9.495 eV
**Largest force on an atom**: 0.74 eV Å⁻¹

These are the Löwdin partial charges, in e, on atoms 1 to 4: -0.0429, -0.4035, 0.0368, -0.2383

# 2
C21H30EuN2Si | ωB97M-V with the def2-TZVPD basis set

Atoms and positions in Å:
C 0.12 1.45 0.05
C -0.96 1.65 -0.83
C -2.15 1.44 -0.14
H -0.86 1.97 -1.87
C -1.83 1.20 1.23
C -0.40 1.19 1.34
H 0.14 1.07 2.28
H 1.18 1.55 -0.17
H -3.15 1.55 -0.56
H -2.56 1.06 2.02
Eu -1.32 -1.25 0.30
C -1.13 -2.43 -1.63
H -2.10 -2.99 -1.55
H -0.38 -3.23 -1.29
H -0.97 -2.39 -2.72
Si 0.99 0.26 -3.62
C 2.32 -0.57 -4.51
C 3.34 0.39 -4.73
H 3.12 1.47 -4.62
C 4.61 -0.02 -5.13
H 5.38 0.75 -5.28
C 4.83 -1.38 -5.38
H 5.80 -1.68 -5.75
C 3.80 -2.33 -5.25
H 4.01 -3.37 -5.55
C 2.53 -1.93 -4.80
H 1.72 -2.65 -4.75
C -0.75 0.47 -4.19
C -0.64 1.32 -5.29
H 0.30 1.32 -5.85
C -1.63 2.25 -5.56
H -1.35 3.03 -6.28
C -2.87 2.16 -4.91
H -3.63 2.91 -5.11
C -3.07 1.12 -3.97
H -4.04 0.97 -3.46
C -2.02 0.27 -3.64
H -2.16 -0.54 -2.92
H 0.96 -0.40 -2.29
H 1.32 1.58 -3.33
N -1.37 -2.86 1.94
C -0.61 -2.21 3.00
C 0.89 -2.52 2.94
C 1.57 -2.73 1.59
N 1.26 -1.65 0.59
H -2.40 -2.79 1.99
H -1.07 -3.76 1.58
H -0.74 -1.12 2.99
H -1.07 -2.55 3.94
H 1.43 -1.71 3.44
H 1.09 -3.41 3.55
H 2.66 -2.76 1.75
H 1.31 -3.68 1.12
H 1.67 -0.77 0.90
H 1.70 -1.86 -0.30

**Energy relative to the best compared isomer or geometry (same formula, charge and spin)**: 48.3 kcal per mole
**Spin multiplicity**: 8
**LUMO level (spin up / spin down)**: -0.093 / -0.198 eV
**Energy**: -1927.3761 Eh
**Molecular weight**: 490.5 g mol⁻¹
**⟨S²⟩**: 15.761
**E_HOMO (spin up / spin down)**: -6.022 / -6.833 eV
**Largest force on an atom**: 3.75 eV Å⁻¹

These are the Löwdin partial charges, in e, on atoms 1 to 4: -0.2204, -0.2026, -0.2479, 0.0801

# 3
C55H56AlClGe2O3S4 | ωB97M-V with the def2-TZVPD basis set

Atoms and positions in Å:
Al 1.82 -0.90 -2.36
Cl 5.41 -2.05 -8.62
C 4.36 -1.73 -7.28
C 3.06 -1.25 -7.52
C 2.19 -0.99 -6.49
C 2.60 -1.20 -5.15
O 1.78 -0.96 -4.18
C 3.91 -1.69 -4.93
C 4.33 -1.89 -3.59
O 3.63 -1.71 -2.58
C 4.78 -1.94 -6.00
H 2.74 -1.08 -8.54
H 1.19 -0.61 -6.67
H 5.36 -2.24 -3.43
H 5.79 -2.31 -5.81
C -0.57 5.51 4.53
C 0.02 4.15 4.27
C 1.30 4.00 3.76
C 1.88 2.74 3.60
C 3.27 2.61 3.03
C 1.14 1.60 3.94
C -0.18 1.72 4.39
C -1.06 0.52 4.66
C -0.71 3.00 4.56
C 1.80 0.25 3.93
C 2.49 -0.09 5.09
C 3.08 -1.34 5.23
C 2.95 -2.28 4.22
C 2.28 -1.97 3.04
C 1.73 -0.67 2.87
Ge 1.03 -0.15 1.10
S 2.70 -0.39 -0.32
S -0.84 -1.21 0.40
Ge -1.04 0.76 -0.73
S 0.03 0.51 -2.63
S 0.10 1.88 0.86
C -2.84 1.41 -1.16
C -3.80 0.48 -1.60
C -5.06 0.92 -1.99
C -5.38 2.27 -1.93
C -4.43 3.19 -1.49
C -3.16 2.78 -1.11
C -2.15 3.82 -0.73
C -2.09 4.30 0.58
C -3.00 3.79 1.68
C -1.12 5.25 0.91
C -0.22 5.72 -0.03
C 0.86 6.70 0.36
C -0.31 5.25 -1.33
C -1.27 4.31 -1.70
C -1.38 3.87 -3.14
C -3.48 -0.99 -1.65
C -2.87 -1.57 -2.76
C -2.57 -0.80 -4.03
C -2.53 -2.93 -2.71
C -2.82 -3.72 -1.61
C -2.47 -5.19 -1.58
C -3.49 -3.14 -0.54
C -3.82 -1.79 -0.54
C -4.54 -1.19 0.65
C 2.05 -3.08 2.06
C 3.07 -3.55 1.22
C 4.46 -2.97 1.24
C 2.78 -4.58 0.33
C 1.53 -5.16 0.25
C 1.25 -6.29 -0.72
C 0.54 -4.72 1.13
C 0.79 -3.71 2.05
C -0.27 -3.36 3.08
H 0.04 6.30 4.08
H -0.62 5.70 5.60
H -1.59 5.59 4.14
H 1.87 4.88 3.49
H 3.66 3.58 2.73
H 3.28 1.95 2.16
H 3.97 2.18 3.76
H -0.49 -0.40 4.76
H -1.76 0.39 3.82
H -1.65 0.67 5.57
H -1.73 3.10 4.94
H 2.55 0.63 5.89
H 3.61 -1.59 6.15
H 3.35 -3.28 4.34
H -5.79 0.19 -2.33
H -6.36 2.60 -2.22
H -4.67 4.24 -1.46
H -3.68 3.01 1.33
H -3.60 4.60 2.09
H -2.40 3.37 2.49
H -1.06 5.61 1.93
H 0.71 7.07 1.37
H 0.89 7.55 -0.32
H 1.85 6.22 0.32
H 0.38 5.62 -2.08
H -0.66 4.40 -3.76
H -2.38 4.06 -3.53
H -1.18 2.80 -3.26
H -2.78 0.27 -3.92
H -3.18 -1.18 -4.85
H -1.52 -0.90 -4.30
H -2.03 -3.37 -3.58
H -1.89 -5.47 -2.47
H -3.37 -5.80 -1.56
H -1.88 -5.43 -0.70
H -3.74 -3.75 0.33
H -4.73 -1.94 1.41
H -5.50 -0.75 0.35
H -3.95 -0.39 1.10
H 4.54 -2.11 1.90
H 4.74 -2.65 0.23
H 5.18 -3.73 1.57
H 3.57 -4.92 -0.34
H 2.07 -6.42 -1.43
H 0.34 -6.10 -1.29
H 1.11 -7.23 -0.18
H -0.43 -5.20 1.12
H -1.07 -4.11 3.08
H -0.72 -2.39 2.89
H 0.17 -3.33 4.09
O 0.92 -2.55 -1.99
H 1.03 -2.96 -1.11
H -0.04 -2.52 -2.17

**LUMO level**: -0.789 eV
**Energy**: -8804.8283 Eh
**Molecular weight**: 1101.0 g mol⁻¹
**E_HOMO**: -7.960 eV
**Largest force on an atom**: 0.50 eV Å⁻¹

These are the Löwdin partial charges, in e, on atoms 1 to 4: -0.4256, 0.6610, -0.6668, -0.0702

# 4
C2H3ClO2S | ωB97M-V with the def2-TZVPD basis set

Atoms and positions in Å:
C 0.25 0.53 -0.97
C -0.52 -0.06 0.17
O 2.13 -1.02 0.53
O -0.47 0.43 1.45
S 1.05 -1.21 -0.42
Cl -2.11 -0.73 -0.18
H -0.01 0.51 -2.00
H 0.65 1.51 -0.75
H -0.97 0.04 2.16

**Energy relative to the best compared isomer or geometry (same formula, charge and spin)**: 44.2 kcal per mole
**LUMO level**: 0.550 eV
**Energy**: -1086.7803 Eh
**Molecular weight**: 126.6 g mol⁻¹
**E_HOMO**: -8.822 eV
**Largest force on an atom**: 2.94 eV Å⁻¹

These are the Löwdin partial charges, in e, on atoms 1 to 4: -0.2287, -1.0143, -0.5755, -0.0370

# 5
CH15NO6 | ωB97M-V with the def2-TZVPD basis set

Atoms and positions in Å:
N 1.26 1.92 -0.09
C 1.73 0.81 0.62
O 0.91 -0.28 0.62
H 1.98 2.52 -0.50
H 0.68 1.60 -0.88
H 2.75 0.41 0.44
H 1.90 1.24 1.67
H 0.32 -0.16 -0.21
H 1.33 -2.04 2.94
H -0.05 -2.74 2.82
O 0.84 -2.82 3.16
H 0.56 1.10 -4.49
H 0.28 2.59 -4.10
O 0.20 1.68 -3.86
H -1.50 -1.01 2.84
H -0.56 -0.71 1.62
O -1.24 -1.33 1.95
H -0.57 0.43 -2.16
H -1.46 -0.50 -1.20
O -0.54 -0.30 -1.52
H -2.43 -0.87 0.73
H -3.57 -1.03 -0.32
O -2.81 -0.50 -0.09

**Energy relative to the best compared isomer or geometry (same formula, charge and spin)**: 6.1 kcal per mole
**Spin multiplicity**: 2
**LUMO level (spin up / spin down)**: -3.376 / -8.967 eV
**Energy**: -552.9476 Eh
**Molecular weight**: 137.1 g mol⁻¹
**Charge**: +1
**⟨S²⟩**: 0.755
**E_HOMO (spin up / spin down)**: -13.746 / -13.746 eV
**Largest force on an atom**: 2.91 eV Å⁻¹

These are the Löwdin partial charges, in e, on atoms 1 to 4: 0.2551, -0.2549, 0.0209, 0.1563

# 6
C4H23N2O8S | ωB97M-V with the def2-TZVPD basis set

Atoms and positions in Å:
C -0.94 -0.70 -1.59
C 0.53 -0.30 -1.57
C 1.54 -1.38 -1.12
S 2.88 -0.43 -0.37
N 0.55 1.01 -0.86
C 0.86 0.89 0.49
N 1.65 1.96 0.96
O 0.42 0.19 1.32
H -1.41 -0.56 -2.52
H -1.20 -1.66 -1.10
H -1.56 -0.23 -0.77
H 0.89 -0.01 -2.58
H 1.86 -2.11 -2.01
H 1.10 -2.05 -0.32
H 1.16 1.62 -1.40
H 2.15 1.81 1.82
H 2.35 2.29 0.30
H -0.44 -1.30 1.45
H 0.18 -2.51 1.84
O -0.56 -2.26 1.33
H -2.13 -0.06 1.38
H -3.15 -1.03 2.15
O -3.10 -0.16 1.63
H -2.88 1.41 -0.79
H -1.38 1.95 -1.02
O -2.31 2.03 -1.34
H -0.59 2.24 2.89
H 0.27 3.37 2.38
O -0.12 2.94 3.09
H 3.17 0.78 -2.44
H 3.58 -0.52 -2.71
O 2.94 0.11 -3.18
H -3.52 -0.44 -0.99
H -4.39 -0.70 0.12
O -4.44 -0.39 -0.75
H 2.63 -2.10 1.68
H 1.38 -1.50 2.09
O 2.04 -2.19 2.50

**Energy relative to the best compared isomer or geometry (same formula, charge and spin)**: 63.3 kcal per mole
**LUMO level**: 2.885 eV
**Energy**: -1275.8366 Eh
**Molecular weight**: 259.3 g mol⁻¹
**Charge**: -1
**E_HOMO**: -4.349 eV
**Largest force on an atom**: 6.75 eV Å⁻¹

These are the Löwdin partial charges, in e, on atoms 1 to 4: -0.0617, -0.4223, -0.5490, 0.5130